No. 1
DFT (wB97M-V/def2-TZVPD) results for C34H33Br4CdN8O4S2 as an isolated structure in a non-equilibrium geometry.

Calculated values
- relative energy (zero: lowest compared OMol25 entry of this formula, charge and spin) (eV) = 1.086
- net charge = -1
- calculated total energy (eV) = -362313.4669

```
86
Properties=species:S:1:pos:R:3:forces:R:3
Cd -0.0833 -0.6598 -0.0347 0.0493 0.0931 -1.9008
Br 2.9714 -4.6237 0.1180 0.0705 -0.0170 0.0624
Br -3.5497 -4.4670 0.3206 -0.1036 0.1354 0.0601
Br -2.0202 -7.3960 0.1680 -0.0725 -0.0432 0.0239
Br 1.2746 -7.4973 0.0784 0.0251 0.0170 -0.0059
S -0.2284 0.0223 3.0782 0.2223 -0.2027 0.6519
S -0.8900 -0.7011 -2.7539 -0.2602 0.8297 0.1168
O 0.2536 -1.3277 3.0074 -0.1944 0.1605 -0.1774
O -1.5783 -2.2116 0.1778 -0.3393 0.0473 0.1243
O 1.1699 -2.3172 0.3747 0.2530 -0.4516 0.2869
O 0.4388 0.8938 4.0256 -0.3692 0.1573 -0.1337
N 1.4300 1.9087 -1.6010 -0.2049 0.0278 0.2501
N -1.2356 1.8563 -0.0179 0.1818 -0.4067 0.3213
N 1.9351 -1.0423 -1.6284 0.0338 -0.2464 -0.3509
N 2.0510 2.5414 0.4882 -0.0887 -0.1245 0.2252
N -1.2240 -3.3496 -2.8756 0.9323 0.3850 0.3211
N -0.1962 0.6364 1.5807 0.4047 -0.4358 1.2936
N 0.8872 -2.7824 -2.7438 -0.9411 -0.2863 0.1576
N 2.6974 3.8916 -1.3162 0.0673 0.1173 -0.0590
C 0.8205 -4.1592 -2.8469 -0.2209 -0.4816 -0.1062
C -1.8683 2.9438 -0.4192 -0.1944 0.2291 -0.0392
C -2.4307 0.5775 4.6588 0.2168 0.0568 0.0450
C -4.1717 -0.8352 3.0312 0.1840 0.0796 0.0988
C 2.6845 4.1738 -2.7318 0.1115 -0.1611 -0.3520
C 3.2697 4.5573 0.9362 -0.2894 0.0023 0.0436
C -0.8975 1.7452 1.2743 -0.8484 1.5361 0.0005
C -2.2394 3.9697 0.4317 -0.0366 0.1486 0.0478
C 1.0803 -4.6485 0.2799 0.3414 -0.0166 -0.0098
C 0.4782 -3.3954 0.3481 -0.0119 -0.4052 0.1155
C -4.6484 -0.2423 4.1966 0.0241 0.0454 -0.0178
C -1.9742 -0.0349 3.5094 0.5048 0.1591 -0.0097
C -6.0897 -0.3945 4.5730 0.0094 0.0041 -0.0268
C 1.4927 2.0341 -3.0336 0.2344 0.0745 -0.2269
C -1.6543 -4.5550 0.3025 -0.2340 -0.0340 0.0036
C 2.1754 3.6215 1.4353 0.2307 0.2032 0.1841
C -2.6496 -3.2031 -2.9190 -0.5465 0.2087 -0.0126
C 4.4012 -1.7429 -2.6668 -0.1904 0.0367 0.1866
C -1.2328 2.7408 2.2133 0.0916 -0.0282 -0.1526
C -1.9146 3.8523 1.7816 -0.0760 -0.0360 -0.1800
C 2.6976 2.8578 -3.4965 -0.3325 0.0586 0.1016
C -0.3923 -2.2887 -2.7350 -0.1158 -0.0352 -0.5598
C 3.0308 -0.4239 -1.2262 0.3639 -0.0350 -0.1510
C -0.9690 -3.3478 0.2951 -0.0999 -0.2999 -0.0466
C 0.3644 -5.8404 0.2270 -0.1390 -0.3540 0.0329
C -3.7703 0.4764 4.9966 0.0320 -0.0668 -0.0181
C -0.4818 -4.5027 -2.9184 0.4762 -0.2826 -0.2261
C -2.8375 -0.7324 2.6846 -0.0029 -0.1115 -0.1822
C 1.9872 2.7863 -0.8617 0.2080 -0.2379 -0.4956
C 4.2853 -0.7234 -1.7344 0.0768 -0.0012 -0.0138
C 2.0563 -2.0629 -2.4630 0.6490 0.5479 0.2017
C 3.2728 -2.4621 -3.0122 -0.2777 0.1846 0.0110
C 2.8967 5.0313 -0.4587 0.1807 0.1016 0.3229
C -1.0132 -5.7938 0.2607 0.1835 -0.4938 -0.0725
H -4.1310 0.9529 5.8970 -0.0605 0.0334 0.1046
H -2.9917 -2.6764 -2.0240 0.0971 -0.1252 -0.0656
H 0.5663 2.4994 -3.3980 0.0329 -0.1027 -0.0793
H 2.6571 3.0374 -4.5736 0.0376 -0.0020 0.0315
H -1.7234 1.1136 5.2746 -0.0057 0.0756 0.0942
H 5.3548 -1.9902 -3.1059 0.1325 -0.0582 -0.0003
H -6.3177 0.1600 5.4789 -0.0866 0.0396 0.0887
H 1.6974 -4.7708 -2.7965 0.1101 -0.1303 0.0868
H -2.1909 4.6263 2.4870 0.0060 0.0331 -0.0053
H 2.8872 0.3300 -0.4677 0.1541 0.1087 -0.0133
H -2.9223 -2.6063 -3.7909 -0.0288 -0.0387 -0.0040
H -6.3246 -1.4444 4.7373 -0.0879 -0.0842 0.0501
H -2.4564 -1.2008 1.7878 -0.0461 -0.1999 -0.1475
H 1.9971 5.6678 -0.4179 0.0343 0.0100 0.0196
H 3.3894 5.4071 1.6064 0.0076 0.0538 0.0547
H -6.7294 -0.0357 3.7698 -0.1449 0.0401 -0.0426
H 1.4416 1.7824 0.7719 0.0734 0.0846 -0.0329
H 3.6229 2.3227 -3.2626 -0.0291 -0.0091 -0.0435
H 4.2116 4.0077 0.8827 0.0249 0.0318 0.0477
H 1.8031 4.7715 -3.0216 0.0815 -0.0296 0.0292
H 1.2270 4.1715 1.5576 0.1355 -0.0271 0.0276
H 3.7070 5.6351 -0.8813 -0.0788 -0.0180 -0.0127
H 3.5831 4.7613 -2.9696 -0.1921 -0.0133 0.0927
H 2.4436 3.1858 2.3999 -0.0911 0.0818 0.0004
H 3.3250 -3.2954 -3.6908 -0.0276 -0.1131 -0.1551
H -2.1060 2.9817 -1.4768 -0.0137 0.0361 -0.0401
H -0.9268 -5.4741 -2.9896 -0.1047 -0.1515 0.0737
H -0.9106 2.6173 3.2325 -0.0184 0.1104 0.1505
H -4.8434 -1.3950 2.3974 -0.0747 -0.0773 -0.0951
H 5.1500 -0.1713 -1.4010 0.0763 0.0479 0.0535
H -3.1142 -4.1829 -2.9748 0.0575 -0.0823 0.0538
H 1.5341 1.0261 -3.4575 -0.1028 0.0774 -0.0073
H -2.7721 4.8321 0.0609 -0.0367 0.0459 -0.0787
```
Positions in Å, forces in eV/Å.


No. 2
DFT (wB97M-V/def2-TZVPD) results for C34H33Br9N6O2 as an isolated structure in a non-equilibrium geometry.

Calculated values
- calculated total energy (eV) = -679143.7714

```
84
Properties=species:S:1:pos:R:3:forces:R:3
Br 4.4506 -1.9919 0.6384 4.6538 -3.7477 3.3410
Br 2.4206 5.9534 -0.0325 0.8563 -0.9044 -0.1525
Br -3.5127 -2.0081 2.4837 0.4062 0.2653 -0.3890
Br 1.4361 3.3637 -1.6269 6.0475 8.8819 -10.0090
Br 2.6550 -3.3053 -1.8490 0.7439 -0.3347 -0.7825
Br 4.6311 -5.2203 -0.1331 0.5280 1.7033 -0.0015
Br -3.0175 -1.6766 -0.7243 -4.1947 -6.9722 5.4358
Br 4.5416 3.6696 -1.1821 -0.2329 0.7697 0.2981
Br -1.6259 0.3895 1.4432 -12.1541 -4.5208 6.1207
O -0.4618 -2.2648 0.3914 4.3132 -0.8803 -4.2708
O 1.6029 -2.9516 0.6763 -3.6128 12.1814 -2.3250
N -0.6778 -0.8584 4.8102 0.8765 -0.2353 -0.8154
N -0.6941 -0.6003 -3.9743 -1.1030 0.3767 -2.1480
N -0.8021 2.3572 -1.1764 -9.4191 -4.0495 -8.6021
N -0.7272 5.1534 1.6802 -0.3252 -1.7743 1.8984
N 0.7037 -2.1076 0.3976 5.8172 7.5219 -4.3629
N 1.8262 -4.7675 0.8442 -4.8208 -10.3185 1.3761
C -1.8991 -0.0905 -4.2915 0.9976 -0.8961 1.5597
C 0.4072 0.3680 0.0326 6.7427 -2.8398 -6.0470
C 3.1315 0.6673 -0.5481 -0.4901 -1.6536 0.7667
C 2.2773 1.7284 -0.4242 2.4071 -4.8626 0.6418
C -3.1693 2.4284 -1.2759 0.3799 1.2201 1.2201
C 2.6376 -0.6324 -0.3289 -3.6517 0.8357 -1.9019
C -0.5844 -4.4130 0.5172 -1.9572 -2.3455 -2.0393
C -0.4794 4.7890 0.4343 0.5858 -1.0843 0.4401
C 0.6154 -4.0712 1.1021 0.2603 -4.8249 2.2018
C 0.1198 0.7840 3.2214 3.9271 -4.7625 2.0540
C -2.8561 0.2372 -3.2969 0.8116 0.0555 -0.3924
C -2.5017 0.1205 -1.9371 -0.6018 1.7302 -4.8157
C 0.9093 1.6397 -0.2853 7.6776 -8.6333 0.2529
C -1.8690 3.0114 -3.1760 -2.0862 -0.3723 0.0855
C -0.7770 4.1400 2.5799 -1.7462 0.6469 -0.3637
C -1.9610 2.2767 -0.5988 -4.1477 -0.0866 -1.8931
C -2.2306 -1.4317 1.1185 -5.5595 1.2610 1.4519
C -0.6495 -5.3904 -0.5014 1.5720 0.4800 0.9012
C 0.7332 -0.1932 2.4763 1.0459 -2.1147 3.9182
C 0.5246 -6.0862 -0.7507 0.5498 -0.2695 -0.0463
C -0.7673 2.6504 -2.4559 -1.4533 0.6464 -2.3756
C -0.7666 2.7422 2.3232 -2.1575 6.7430 -1.9814
C 3.4348 -3.5935 -0.0932 6.2530 0.3543 -3.0819
C -3.1574 2.8661 -2.5673 1.4167 0.7233 -1.1184
C 1.2349 -0.8073 -0.1035 1.5001 0.8759 -0.4562
C -0.4811 2.3983 0.9883 -0.6604 4.7861 8.0429
C 2.7632 3.9777 -0.3677 0.8361 5.8867 0.7451
C -0.6025 0.4335 4.3914 2.0342 -1.7284 -0.7439
C 1.7326 -5.7746 -0.0719 -1.9961 0.5103 1.9583
C -0.3938 -0.8640 -2.7181 -1.4710 0.9872 -0.2050
C 0.7884 -1.5274 3.0212 -0.4301 0.9847 -0.8273
C -0.1935 3.4213 0.1098 -3.3663 11.7046 9.7921
C 0.0353 -1.8755 4.1281 -1.1173 3.8936 0.9721
C -1.3317 -0.5380 -1.7303 5.0985 0.9318 -0.3124
H 2.6114 -6.3830 -0.2262 -0.3708 0.1546 -0.1216
H -1.1523 4.4505 3.5438 0.5471 0.0748 0.4424
H -1.9226 1.9975 0.4438 -1.9179 1.2485 -1.5117
H 2.6748 2.7010 -0.6739 1.6052 -6.2235 0.9859
H -1.5485 -5.5623 -1.0746 -0.1340 -0.1450 0.1859
H 0.1942 2.9193 -2.8676 -0.8438 -1.2999 -1.7897
H -2.0258 0.0194 -5.3584 -0.5399 0.2406 -0.0092
H -0.5816 0.1432 0.4045 3.0072 -0.4606 -3.0699
H 0.1460 1.7329 2.7063 4.1355 -3.1899 1.1761
H 4.1605 0.7939 -0.8509 0.1609 0.0472 0.2002
H 0.0875 3.3053 -0.9265 -1.1988 4.1264 2.0102
H 0.5898 -1.3091 -2.6891 -0.0137 -0.1220 1.2414
H 1.2857 -2.3085 2.4652 0.6616 0.8563 1.2192
H 0.5722 -6.9234 -1.4314 -0.1276 0.0996 -0.2502
H -1.0026 -0.7010 -0.7147 -0.4172 -0.0994 -1.6085
H -0.9834 1.2482 4.9893 -0.6814 -0.2955 0.4087
H -0.3959 5.6964 -0.1453 0.2176 -0.6640 -1.1958
H -0.2596 1.4111 0.6105 -1.3793 2.5452 2.1647
H 1.0278 0.0704 1.4713 1.2009 -0.1768 2.2050
H -4.0708 3.0284 -3.1203 0.0360 0.1358 -0.0557
H -1.7469 3.2228 -4.2280 -0.1246 0.3500 0.0093
H -0.0083 -2.8525 4.5865 -0.0552 -0.0621 -0.1681
H -0.6842 2.0640 3.1597 -4.3112 3.3918 -0.0285
H 0.6150 -3.2541 1.8083 -2.4822 -3.7596 3.1918
H -3.1707 0.3847 -1.1316 0.4969 0.4702 -0.9437
H 0.2152 2.4645 -0.3513 5.5665 -5.0871 -0.0109
H -4.0658 2.2314 -0.7068 -0.2610 0.1008 -0.1177
H -3.7819 0.6548 -3.6643 -0.2080 0.0043 0.3368
H 2.7872 3.4446 0.5827 -0.4199 1.1314 0.2558
H -1.3500 -2.0678 1.0286 -3.4651 0.5739 3.4859
H 3.2980 -1.4798 -0.4392 -2.6229 1.9690 -2.2007
H -1.4913 -3.8561 0.7006 -0.0793 -0.9427 0.4787
H 2.5543 -3.8119 0.5111 4.4349 -1.7382 0.0698
```
Positions in Å, forces in eV/Å.